[1]
This record from OMol25 describes C41H52CaN7P2S6 as an isolated structure. The level of theory is ωB97M-V/def2-TZVPD.

As for the charge: -1. The calculation puts the HOMO-LUMO gap at 5.63 eV. As for the spin multiplicity: 1. The total energy is -5726.53324 Ha. As for the highest occupied orbital energy: -3.769 eV. The calculation puts the LUMO energy at 0.069 Ha. For the largest force on an atom, the calculation gives 0.420 eV/A. For the relative energy (zero: lowest compared OMol25 entry of this formula, charge and spin), the calculation gives 0.0 kcal/mol.

Structure (XYZ):
```
109
Properties=species:S:1:pos:R:3:forces:R:3:lowdin_charge:R:1
Ca -0.156828 -0.216393 0.286706 -0.14 0.16 0.36 0.828
C 1.878313 2.838976 -4.445351 0.02 0.02 -0.01 -0.112
C 0.711062 2.033253 -3.886860 -0.19 0.00 -0.07 -0.550
C 0.625163 0.670572 -4.579976 0.04 0.00 -0.01 -0.119
P 0.698307 1.761235 -2.047583 0.21 -0.04 0.25 1.069
C 0.894109 3.442473 -1.260972 0.06 0.04 0.00 -0.569
C 2.229879 4.171782 -1.152982 0.04 0.01 0.00 -0.121
C -0.187833 4.352854 -1.846374 -0.02 0.00 -0.04 -0.141
C 2.239055 0.779678 -1.830735 0.01 -0.01 -0.08 -0.312
C 3.545473 1.280966 -1.829524 0.00 0.02 0.07 -0.068
C 4.651817 0.473730 -1.629251 -0.02 0.00 -0.03 -0.297
C 6.042221 1.042728 -1.572231 0.03 0.03 0.01 -0.055
C 4.437588 -0.889554 -1.418313 0.00 -0.02 0.03 -0.054
C 3.167131 -1.419870 -1.442277 0.00 0.03 0.03 -0.040
C 2.043579 -0.609226 -1.681512 -0.12 -0.03 -0.07 -0.359
N 0.735511 -1.092671 -1.674657 0.05 -0.25 -0.28 -0.162
C 0.376659 -2.218410 -2.343370 0.00 0.06 -0.01 -0.324
C 1.210809 -2.972374 -3.205249 -0.01 0.02 0.02 -0.029
C 0.751159 -4.096693 -3.860238 0.00 -0.03 -0.01 -0.060
C -0.558150 -4.554144 -3.729948 0.02 0.05 0.00 -0.303
C -1.045270 -5.795841 -4.426658 0.00 -0.04 -0.02 -0.073
C -1.405259 -3.785597 -2.943169 -0.05 -0.04 0.01 -0.081
C -0.985086 -2.646222 -2.268838 0.01 0.04 -0.01 -0.305
P -2.102322 -1.515239 -1.391998 -0.06 -0.15 -0.18 1.028
C -3.509708 -2.492931 -0.678178 -0.04 0.00 0.02 -0.550
C -4.605664 -3.097261 -1.556194 -0.01 -0.02 -0.01 -0.113
C -2.908846 -3.550777 0.251011 0.01 -0.02 0.01 -0.122
C -2.767409 -0.441068 -2.755296 -0.01 0.03 -0.01 -0.546
C -3.922652 0.417681 -2.243597 -0.02 0.04 0.02 -0.120
C -3.092627 -1.108061 -4.087582 -0.03 0.00 -0.02 -0.107
H 1.815414 2.879233 -5.537338 0.00 0.00 -0.01 0.074
H 1.886881 3.865176 -4.076226 0.00 -0.02 0.01 0.052
H 2.830614 2.371212 -4.187983 -0.01 0.00 0.00 0.069
H -0.220958 2.574132 -4.091030 0.02 0.01 0.00 0.094
H 1.546004 0.103642 -4.426127 0.00 0.00 0.00 0.079
H -0.192368 0.059687 -4.197236 -0.01 -0.01 0.00 0.047
H 0.484718 0.804057 -5.655941 0.01 0.00 -0.01 0.076
H 0.589792 3.216282 -0.236234 0.00 -0.02 0.00 0.021
H 2.698788 4.358303 -2.121404 -0.01 0.00 0.02 0.058
H 2.065741 5.144495 -0.675210 -0.01 0.00 -0.01 0.071
H 2.924482 3.612580 -0.527144 -0.01 0.01 0.00 0.057
H 0.095428 4.728464 -2.833166 0.00 0.00 -0.01 0.065
H -1.143880 3.832799 -1.945460 0.00 -0.01 0.02 0.063
H -0.348049 5.213687 -1.192830 0.01 0.01 0.00 0.071
H 3.712801 2.339231 -1.971193 0.00 -0.01 -0.02 0.080
H 6.031800 2.120449 -1.744022 0.00 0.00 0.00 0.071
H 6.494270 0.858616 -0.594031 0.00 -0.01 0.00 0.066
H 6.694433 0.587641 -2.321362 0.00 0.00 0.00 0.075
H 5.282276 -1.534712 -1.196686 0.00 0.00 0.00 0.115
H 3.014155 -2.471429 -1.236380 -0.01 -0.01 0.01 0.118
H 2.234122 -2.661463 -3.355660 0.02 0.01 -0.01 0.094
H 1.438558 -4.641834 -4.500786 0.00 0.00 0.00 0.104
H -0.261315 -6.218525 -5.056946 0.00 0.00 0.00 0.065
H -1.345671 -6.571071 -3.716641 0.00 0.00 0.00 0.071
H -1.907488 -5.591465 -5.067248 0.00 0.00 0.01 0.070
H -2.445660 -4.083064 -2.872079 0.03 0.01 -0.01 0.089
H -3.991754 -1.739755 -0.041102 0.01 0.00 -0.01 0.083
H -4.256471 -3.966470 -2.113344 0.00 0.02 0.00 0.060
H -5.428985 -3.436551 -0.920244 0.00 -0.01 0.00 0.076
H -5.015672 -2.382965 -2.268346 0.00 0.01 0.01 0.046
H -2.448067 -4.353287 -0.327267 0.00 0.00 0.00 0.073
H -2.130769 -3.134751 0.894809 0.00 0.01 0.00 0.047
H -3.684508 -3.986350 0.886157 -0.01 0.00 0.00 0.078
H -1.915273 0.230084 -2.916031 -0.01 -0.01 0.00 0.061
H -4.795604 -0.185101 -1.983755 -0.01 -0.01 0.00 0.063
H -3.635535 0.989521 -1.358127 0.01 -0.02 -0.02 0.052
H -4.233226 1.132414 -3.009897 0.00 0.00 0.00 0.076
H -3.956527 -1.771718 -4.018107 0.01 0.00 0.01 0.062
H -3.324652 -0.342197 -4.834139 -0.01 0.00 0.00 0.075
H -2.251510 -1.695187 -4.455246 0.01 0.00 0.01 0.066
S 6.713658 -1.722918 2.016435 -0.06 0.01 0.02 0.415
C 5.089953 -1.348389 2.004098 0.09 -0.04 -0.07 -1.537
S 4.484013 0.246525 1.897437 0.04 0.06 0.01 0.867
C 2.776157 -0.109315 1.864309 -0.14 -0.09 -0.07 -1.139
C 2.448724 -1.425544 1.952604 -0.13 0.14 -0.01 -1.176
S 0.859031 -2.164777 1.965799 0.24 -0.09 0.00 0.388
S 3.825070 -2.505778 2.041908 0.01 -0.06 0.03 0.869
S 1.691783 1.244931 1.641272 0.05 0.21 0.24 0.449
S -5.488664 0.277856 5.053182 -0.03 0.02 -0.01 0.979
C -4.224941 0.043023 3.817572 0.05 -0.03 0.06 -0.524
C -3.229976 -0.902028 4.010181 -0.05 -0.04 -0.02 -0.069
C -2.250465 -1.044420 3.037576 0.03 0.01 -0.02 -0.138
N -2.227438 -0.315253 1.922794 0.09 0.14 0.00 0.004
C -3.191658 0.588307 1.746723 -0.09 -0.03 -0.01 -0.168
C -4.214101 0.798611 2.654648 0.04 0.02 0.00 -0.063
C -5.081967 1.943178 5.539749 -0.02 0.02 -0.04 -0.529
C -5.978540 2.977840 5.320419 -0.04 -0.03 0.05 -0.091
C -5.629190 4.255848 5.734396 -0.02 0.00 0.01 -0.151
N -4.476117 4.552194 6.323696 0.00 0.02 0.00 0.057
C -3.620574 3.550244 6.519243 0.02 -0.01 0.00 -0.139
C -3.874751 2.237025 6.158325 0.02 0.00 -0.04 -0.070
H -3.202312 -1.506900 4.905840 0.01 0.01 0.01 0.105
H -1.427764 -1.738700 3.165686 0.01 0.00 0.01 0.041
H -3.138735 1.184699 0.845600 0.02 0.00 0.01 0.076
H -4.965219 1.554046 2.468768 -0.01 0.00 0.00 0.112
H -6.928377 2.792764 4.837618 0.00 0.00 -0.02 0.100
H -6.312833 5.082547 5.573413 0.00 0.00 0.01 0.103
H -2.680544 3.808098 6.993773 0.00 0.00 0.00 0.106
H -3.143169 1.462088 6.343642 0.01 0.00 0.00 0.112
N 1.256590 6.448858 3.222713 -0.04 -0.01 0.05 0.142
C 0.874395 5.205254 2.817580 0.03 -0.03 -0.01 -0.519
N 1.762093 4.217412 2.952826 -0.09 -0.03 0.02 0.177
N -0.351434 5.102076 2.360405 0.07 0.01 -0.03 0.097
C -0.806470 3.934378 1.942452 -0.12 0.02 0.02 -0.371
N -1.314388 2.973218 1.539603 0.11 -0.04 -0.06 0.159
H 2.223433 6.655710 3.386740 0.02 0.00 -0.04 0.094
H 0.645758 7.201048 2.960688 0.01 0.01 -0.01 0.099
H 2.701845 4.410594 3.248630 0.00 0.01 0.01 0.107
H 1.578677 3.253111 2.659470 0.02 -0.02 -0.05 -0.042
```
Positions in Å, forces in eV/Å.

***

[2]
This record from OMol25 describes one molecule with the formula C8H6Cl2Si at a distorted geometry. The level of theory is ωB97M-V/def2-TZVPD.

The calculation puts the HOMO-LUMO gap (alpha / beta) at 7.48 / 7.43 eV. As for the spin multiplicity: 1. The total energy is -1518.30668 Ha. As for the highest occupied orbital energy (alpha / beta): -8.027 / -7.981 eV. The calculation puts the LUMO energy (alpha / beta) at -0.020 / -0.020 Ha. For the largest force on an atom, the calculation gives 3.951 eV/A. For the relative energy (zero: lowest compared OMol25 entry of this formula, charge and spin), the calculation gives 29.4 kcal/mol.

Structure (XYZ):
```
17
Properties=species:S:1:pos:R:3:forces:R:3:lowdin_charge:R:1
C 2.322922 -0.330460 0.203700 0.07 0.22 0.03 -0.074
C 2.025283 0.912652 0.734589 0.10 0.08 0.04 -0.086
C 1.319021 -1.083686 -0.365849 -0.12 -0.04 -0.01 -0.047
C 0.715933 1.363033 0.720268 -0.08 0.10 0.06 -0.119
C -0.007592 -0.650950 -0.388189 0.24 0.28 0.24 -0.260
C -0.317460 0.596551 0.184370 -0.36 0.41 0.14 -0.310
C -0.976018 -1.581581 -0.992051 -0.29 -0.30 -0.15 -0.235
C -2.271248 -1.407184 -1.048789 0.24 2.81 1.44 0.060
Si -2.091489 1.251052 0.345918 0.73 -3.52 -1.63 -0.067
Cl -2.782720 1.306093 2.242042 -0.07 0.07 0.19 0.306
Cl -2.552325 2.977288 -0.582651 0.00 0.21 -0.12 0.311
H 3.335122 -0.706591 0.228927 0.08 -0.01 -0.03 0.106
H 2.803466 1.531743 1.155135 0.06 0.03 0.07 0.102
H 1.560060 -2.045983 -0.799088 -0.05 -0.05 -0.01 0.109
H 0.494164 2.332389 1.153408 0.02 0.03 0.01 0.100
H -0.488837 -2.482425 -1.379286 -0.21 -0.01 -0.06 0.099
H -3.088282 -1.981940 -1.412454 -0.36 -0.30 -0.22 0.004
```
Positions in Å, forces in eV/Å.

***

[3]
This record from OMol25 describes C31H34Br3F3O9 as an isolated structure at a distorted geometry. The level of theory is ωB97M-V/def2-TZVPD.

The calculation puts the HOMO-LUMO gap at 8.85 eV. As for the spin multiplicity: 1. The total energy is -9900.36069 Ha. As for the highest occupied orbital energy: -8.931 eV. The calculation puts the LUMO energy at -0.003 Ha. For the largest force on an atom, the calculation gives 7.364 eV/A.

Structure (XYZ):
```
80
Properties=species:S:1:pos:R:3:forces:R:3:lowdin_charge:R:1
C 0.754765 3.830450 2.333264 1.07 -0.75 2.23 0.010
C 2.308816 3.510982 2.448416 -2.06 1.21 -1.38 -0.222
C 2.807731 2.061836 2.262257 -0.96 0.60 1.99 -0.124
O 3.905328 2.225358 1.427883 0.23 0.02 -1.51 0.057
C 3.685467 3.363617 0.707055 6.01 0.81 -4.18 -0.570
O 4.394991 3.716201 -0.283060 -2.88 -1.92 3.34 0.068
O 2.897983 4.162076 1.308758 -1.62 1.17 0.56 0.097
H 0.354387 4.317999 1.444397 0.55 -0.62 -0.27 0.091
H 0.511939 4.498843 3.159334 0.05 0.30 -0.01 0.066
H 0.269234 2.906437 2.647217 -0.50 -0.03 -0.73 0.048
H 2.733058 4.039299 3.302234 0.00 -0.43 0.22 0.148
H 2.066951 1.362449 1.874690 -0.05 0.13 -0.14 0.109
H 3.133706 1.753893 3.255741 0.13 -0.55 -0.18 0.136
C -1.936770 -2.199313 5.756762 0.27 0.33 0.60 -0.011
C -1.391931 -0.796488 5.405580 0.89 -2.30 1.77 -0.300
C 0.152835 -0.751969 5.525635 -0.95 -2.32 0.61 -0.107
O 0.516124 -0.385853 4.240245 2.50 2.16 -0.99 0.078
C -0.520761 -0.056347 3.482251 0.27 2.74 -3.50 -0.482
O -0.488521 0.663299 2.435254 -0.04 -3.39 4.14 0.068
O -1.582213 -0.607581 4.039234 -2.20 1.24 -1.00 0.093
H -1.412349 -2.921981 5.131596 -0.26 -0.02 -0.18 0.094
H -3.016403 -2.345526 5.723353 0.02 0.36 -0.56 0.079
H -1.699925 -2.472871 6.784947 0.32 0.24 0.16 0.083
H -1.702475 -0.013634 6.097536 -1.07 0.29 -0.72 0.153
H 0.588609 -1.743661 5.647059 -0.13 -0.16 0.30 0.133
H 0.449191 -0.180624 6.405315 0.47 0.80 -0.71 0.136
C 6.563605 -4.017816 1.207623 -0.49 -0.87 0.97 -0.036
C 5.876785 -2.818544 1.787429 1.71 1.22 -0.16 -0.314
C 5.766873 -1.571890 0.796182 1.21 -2.72 0.65 -0.109
O 4.490572 -1.155196 1.053288 -3.34 -0.15 0.80 0.030
C 3.734937 -2.133822 1.709876 -2.38 0.46 0.07 -0.459
O 2.508233 -2.100099 1.878341 3.94 0.27 -0.60 0.086
O 4.533563 -3.138834 2.155376 -0.38 1.30 -0.86 0.089
H 6.542675 -4.809850 1.956180 -0.17 -0.09 0.23 0.083
H 7.637098 -3.879533 1.078807 -0.22 0.32 -0.79 0.096
H 5.953569 -4.421399 0.399489 0.62 0.19 -0.55 0.096
H 6.421127 -2.494219 2.674338 -0.20 -0.03 0.30 0.147
H 5.895438 -2.009365 -0.193865 -0.34 0.37 -0.43 0.127
H 6.493557 -0.768061 0.914050 -0.14 -0.12 0.39 0.141
F -5.096928 3.051735 -2.026158 0.42 -1.21 -1.01 0.020
C -4.680560 2.117265 -2.970203 0.02 1.15 -0.69 -0.241
C -3.559300 1.362343 -2.748001 0.80 -0.21 0.29 -0.040
C -3.092398 0.451871 -3.712846 -1.71 0.67 0.91 -0.112
C -3.819036 0.352678 -4.873290 -1.60 -0.29 -1.08 -0.102
C -4.992433 1.144655 -5.207047 3.14 0.01 2.61 -0.031
C -5.330421 2.110320 -4.218226 -0.72 -1.24 -0.52 -0.010
H -2.968998 1.440285 -1.846956 -0.28 0.21 0.27 0.078
H -2.361339 -0.264209 -3.367614 0.32 0.11 -0.54 0.040
H -3.618009 -0.488271 -5.520432 0.29 0.07 -0.37 0.094
H -5.362609 0.940130 -6.200795 -0.73 0.56 0.23 0.095
H -6.205925 2.735734 -4.311730 0.00 0.20 -0.17 0.107
F 3.764061 0.700912 -5.578381 -1.32 -0.22 -0.19 0.022
C 2.422845 0.638879 -5.931560 0.39 -0.01 1.36 -0.259
C 2.100577 0.927846 -7.215203 -0.37 0.63 -1.92 -0.042
C 0.761762 1.004886 -7.661125 0.98 -0.71 2.93 -0.049
C -0.183231 0.701964 -6.648642 -0.09 0.06 -1.73 -0.092
C 0.137159 0.223954 -5.366470 0.67 0.46 -1.16 -0.063
C 1.473489 0.276425 -4.968430 0.57 -0.42 -0.62 -0.024
H 2.903193 1.138678 -7.906402 0.16 0.02 -0.04 0.113
H 0.557134 1.229324 -8.697542 -0.34 0.13 0.18 0.100
H -1.206118 0.804417 -6.979725 -0.37 -0.35 0.37 0.087
H -0.658098 -0.268335 -4.826454 0.16 0.42 0.54 0.082
H 1.874781 -0.048928 -4.020003 -0.36 -0.05 0.19 0.050
F -5.729544 -3.179059 0.036592 0.79 1.33 1.17 0.009
C -5.180831 -2.113850 0.750756 0.23 1.28 -0.28 -0.187
C -4.432751 -1.111038 0.013657 -1.61 -1.24 1.48 -0.058
C -4.029074 0.037443 0.694307 0.52 -1.69 1.69 -0.127
C -4.154191 0.109187 2.121332 -0.42 0.34 -2.33 -0.074
C -4.894631 -0.854952 2.807390 0.32 1.17 -0.46 -0.106
C -5.442252 -1.930700 2.138663 0.07 -0.65 -1.84 -0.031
H -4.270514 -1.238237 -1.046479 -0.08 -0.07 -0.11 0.088
H -3.377231 0.750182 0.211079 -0.36 0.23 -0.09 0.054
H -3.728880 1.047697 2.444914 -0.13 -0.25 1.12 0.099
H -5.200925 -0.745776 3.837275 0.39 0.17 0.20 0.101
H -6.115000 -2.534059 2.730078 0.02 -0.55 -0.44 0.108
C 0.702935 -0.645126 -0.616568 0.26 0.26 -1.14 -1.396
Br 1.793244 -2.056345 -1.523590 -0.94 0.72 0.46 0.557
Br -1.267278 -0.850958 -0.846702 1.78 -0.17 0.31 0.689
Br 1.284451 1.120740 -1.363950 -0.42 -1.03 0.76 0.589
H 0.985073 -0.707970 0.434415 -0.31 0.12 -0.17 -0.056
```
Positions in Å, forces in eV/Å.

***

[4]
This record from OMol25 describes BHN2O6 as an isolated structure at a distorted geometry. The level of theory is ωB97M-V/def2-TZVPD.

The calculation puts the HOMO-LUMO gap (alpha / beta) at 8.79 / 8.12 eV. As for the spin multiplicity: 1. The total energy is -586.22161 Ha. As for the highest occupied orbital energy (alpha / beta): -9.970 / -9.554 eV. The calculation puts the LUMO energy (alpha / beta) at -0.043 / -0.053 Ha. For the largest force on an atom, the calculation gives 2.324 eV/A. For the relative energy (zero: lowest compared OMol25 entry of this formula, charge and spin), the calculation gives 56.4 kcal/mol.

Structure (XYZ):
```
10
Properties=species:S:1:pos:R:3:forces:R:3:lowdin_charge:R:1
B 1.512866 0.279498 -0.294142 0.14 1.34 0.34 -0.578
N -0.901346 0.587719 1.668996 0.01 1.95 1.26 -0.141
N -1.158276 -0.979814 -0.557544 0.05 -0.25 -0.42 -0.292
O -1.539909 -1.945176 -0.048924 -0.84 -1.26 1.56 0.184
O -0.829212 -0.274368 2.442739 0.08 -1.42 0.28 0.119
O -0.794456 -0.798345 -1.658436 0.58 1.26 -0.84 0.141
O 1.480520 1.503953 -0.797244 0.80 0.31 -2.04 0.210
O -1.110063 0.555429 0.454496 -0.23 -0.33 -1.72 0.041
O 1.471730 -0.640803 0.484462 0.12 -1.07 0.00 0.155
H 1.868146 1.711907 -1.694402 -0.70 -0.53 1.58 0.161
```
Positions in Å, forces in eV/Å.